## A
Computed, not measured: one molecule with the formula C6H11NS, with ωB97M-V/def2-TZVPD.

For the HOMO energy, the calculation gives -8.2 eV. The frontier orbital gap comes out at 8.73 eV. Its SMILES is CC(=S)N1[C@H](C)[C@H]1C.

Element x y z (Å)
1 C -1.84513 1.11206 0.73006
2 C -1.09024 -0.06894 0.14737
3 S -1.61549 -1.64917 0.17063
4 N 0.08927 0.19091 -0.55150
5 C 1.09956 1.09514 -0.13751
6 C 1.51705 2.14914 -1.13235
7 C 1.42949 -0.33340 -0.41840
8 C 1.80182 -1.11757 0.80449
9 H -1.57715 2.02686 0.11363
10 H -1.60379 1.20591 1.80379
11 H -2.98423 0.93179 0.63002
12 H 1.10946 1.41506 0.89320
13 H 1.57147 1.63456 -2.05569
14 H 2.57684 2.50574 -0.97178
15 H 0.85429 3.01392 -1.20039
16 H 1.95991 -0.55632 -1.33303
17 H 1.71356 -2.28249 0.67125
18 H 2.91682 -1.01407 0.94171
19 H 1.21050 -0.84919 1.67588

---

## B
Computed, not measured: one molecule with the formula C6H11NS, with ωB97M-V/def2-TZVPD.

For the HOMO energy, the calculation gives -8.4 eV. The frontier orbital gap comes out at 9.22 eV. Its SMILES is C[C@]12CNC[C@@]1(S)C2.

Element x y z (Å)
1 C -0.56658 1.95939 -0.53568
2 C 0.11777 0.77055 0.11748
3 C 1.55488 0.23444 -0.24459
4 N 1.52076 -1.16684 -0.31130
5 C 0.12555 -1.64888 -0.43273
6 C -0.78519 -0.47582 0.17788
7 S -2.50036 -0.52333 -0.23177
8 C -0.19990 0.18919 1.36175
9 H -0.63393 1.80652 -1.62224
10 H -1.51726 2.16383 -0.15122
11 H -0.07135 2.89470 -0.47304
12 H 1.90111 0.68624 -1.23491
13 H 2.33389 0.52539 0.45437
14 H 2.15441 -1.77671 0.17646
15 H -0.04784 -1.64332 -1.50974
16 H -0.15270 -2.57058 -0.01236
17 H -2.84405 -1.61821 0.41437
18 H -0.89482 0.59483 2.07290
19 H 0.50559 -0.40139 1.98436

---

## C
Computed, not measured: a 2-piece molecular cluster, C6H11NS overall, with ωB97M-V/def2-TZVPD.

For the HOMO energy, the calculation gives -8.5 eV. The frontier orbital gap comes out at 9.19 eV.

Element x y z (Å)
1 C 0.41596 0.21107 -1.65283
2 C 0.70960 -1.29529 -1.65220
3 C 0.27065 -0.60742 -0.44780
4 C -1.20218 -0.63544 0.15669
5 C -1.16012 0.54142 1.10359
6 C 1.21055 -0.59689 0.78616
7 H -1.52452 1.48307 -1.23088
8 H -0.80248 1.07122 -3.08286
9 H 1.36048 0.56803 -1.70628
10 H -0.03049 -1.96083 -2.28250
11 H 1.80366 -1.51067 -1.66202
12 H -1.52241 -1.64967 0.55918
13 H -2.20412 -0.34541 -0.42584
14 H -1.19187 1.51567 0.78026
15 H -1.86382 0.22352 1.78682
16 H 1.17701 -1.73582 1.05144
17 H 2.06055 -0.09503 0.56655
18 N -0.88726 0.71088 -2.18937
19 S 0.46763 0.73469 1.95063

---

Verdict on stability: A comes out on top.

---

## A
Computed, not measured: one molecule with the formula O2, with ωB97M-V/def2-TZVPD.

For the HOMO energy, the calculation gives -10.0 eV. The frontier orbital gap comes out at 7.88 eV. Its SMILES is O=O.

Element x y z (Å)
1 O -0.42477 -0.40586 0.12298
2 O 0.42477 0.40586 -0.12298

---

## B
Computed, not measured: one molecule with the formula O2, with ωB97M-V/def2-TZVPD.

For the HOMO energy, the calculation gives -11.2 eV. The frontier orbital gap comes out at 7.78 eV. Its SMILES is O=O.

Element x y z (Å)
1 O 0.00000 0.00000 0.68368
2 O 0.00000 0.00000 -0.68368

---

Verdict on stability: A comes out on top.

---

## A
Computed, not measured: one molecule with the formula C9H15N3, with ωB97M-V/def2-TZVPD.

For the HOMO energy, the calculation gives -8.8 eV. The frontier orbital gap comes out at 9.68 eV. Its SMILES is C=C=NC/C=N\N=C(\C)C(C)C.

Element x y z (Å)
1 C 3.94460 1.71879 0.36086
2 C 3.73312 0.49642 -0.01462
3 N 3.73086 -0.64686 -0.41956
4 C 2.58759 -1.53360 -0.55564
5 C 1.95231 -2.02373 0.73701
6 N 0.72126 -2.25822 0.94636
7 N -0.25332 -2.18603 0.09241
8 C -1.05518 -1.22711 -0.11614
9 C -2.23530 -1.48264 -0.99798
10 C -0.88396 0.14054 0.51556
11 C -2.15364 0.57063 1.24982
12 C -0.48140 1.18690 -0.52633
13 H 4.15450 1.95896 1.38643
14 H 3.91236 2.52611 -0.34647
15 H 2.96263 -2.41631 -1.09045
16 H 1.80971 -1.06949 -1.17529
17 H 2.62359 -2.25905 1.55022
18 H -2.03869 -2.32498 -1.65577
19 H -3.10329 -1.72409 -0.38372
20 H -2.47380 -0.60481 -1.59391
21 H -0.07089 0.05852 1.24792
22 H -1.97099 1.49980 1.78434
23 H -2.45226 -0.18798 1.96987
24 H -2.97197 0.73047 0.55273
25 H -0.29504 2.14037 -0.03714
26 H 0.42794 0.89152 -1.04615
27 H -1.26980 1.32806 -1.26194

---

## B
Computed, not measured: C9H15N3 as an isolated structure, with ωB97M-V/def2-TZVPD.

For the HOMO energy, the calculation gives -7.7 eV. The frontier orbital gap comes out at 8.49 eV.

Element x y z (Å)
1 C 2.31193 -0.96877 -0.63458
2 C -2.18316 0.60816 -0.46244
3 C -0.98303 0.78724 -1.41048
4 C 0.68324 -1.04564 1.29747
5 C -2.24094 -0.96275 -0.26868
6 C -0.21685 -2.09100 0.59445
7 C -0.12442 -0.51751 -1.15994
8 C 1.26621 -0.29157 0.11928
9 C 2.83407 1.63914 0.51846
10 N 3.02492 -1.56223 -1.31267
11 N -0.90511 -1.47197 -0.43680
12 N 1.50436 1.02698 0.41179
13 H -1.95378 1.04031 0.51157
14 H -2.98918 1.09352 -0.99865
15 H -1.34870 0.86985 -2.44703
16 H -0.40078 1.75867 -1.28792
17 H 0.07710 -0.31402 1.87368
18 H 1.35540 -1.66321 1.92221
19 H -2.53685 -1.10063 0.73905
20 H -2.93064 -1.45072 -1.01987
21 H 0.58420 -2.76544 0.04938
22 H -0.74572 -2.73288 1.30542
23 H 0.37196 -0.92923 -2.09103
24 H 2.86543 2.52749 1.23224
25 H 3.52453 0.86316 0.89397
26 H 3.40857 2.11651 -0.34248
27 H 0.77353 1.65882 0.83122

---

## C
Computed, not measured: a 3-piece molecular cluster, C9H15N3 overall, with ωB97M-V/def2-TZVPD.

For the HOMO energy, the calculation gives -9.2 eV. The frontier orbital gap comes out at 9.78 eV.

Element x y z (Å)
1 C -2.01386 -0.79154 1.10368
2 C -3.25319 -1.30334 0.84997
3 C -2.71759 0.15995 -0.66517
4 C -1.40763 3.92918 0.18122
5 C 3.37662 1.11815 -0.90011
6 C 4.89128 -0.77395 -0.38856
7 C 3.07565 -0.08954 1.23685
8 C -4.96504 -0.89033 -0.92195
9 C 3.75669 0.15583 -0.07618
10 N -1.69304 0.11722 0.14739
11 N -1.16598 2.79450 0.20688
12 N -3.69428 -0.68736 -0.28704
13 H -1.33810 -1.01162 1.90479
14 H -3.84035 -2.02972 1.37214
15 H 2.56376 1.78221 -0.65920
16 H -2.78510 0.78838 -1.53131
17 H 3.85995 1.28190 -1.84835
18 H 5.24956 -0.63053 -1.40492
19 H 5.71914 -0.59630 0.29794
20 H 4.57708 -1.80995 -0.26861
21 H 2.44369 -0.97628 1.16844
22 H 3.80998 -0.26503 2.02246
23 H 2.45052 0.75396 1.51839
24 H -5.77540 -0.59053 -0.25353
25 H -5.01470 -0.28910 -1.82814
26 H -5.09667 -1.94198 -1.18256
27 H -1.01300 1.79583 0.20547

---

Verdict on stability: C comes out on top.

---

## A
Computed, not measured: a 2-piece molecular cluster, C7H12N5 overall, with ωB97M-V/def2-TZVPD.

For the HOMO energy (spin up / spin down), the calculation gives -11.3 / -11.3 eV. The frontier orbital gap (spin up / spin down) comes out at 7.42 / 7.41 eV. As for the charge: +1.

Element x y z (Å)
1 C 1.40678 -1.82061 -0.14749
2 C -0.52338 0.16695 0.95690
3 C 0.72576 0.50774 1.60882
4 C -2.55750 -0.54709 0.41271
5 C 1.52248 1.10399 -0.76760
6 C -0.65834 0.21121 -0.59138
7 C 0.21678 -2.08270 -0.83199
8 N 2.32040 -1.69554 0.57642
9 N -1.61767 -0.23566 1.48051
10 N -2.01438 0.07715 -0.79066
11 N 0.18451 1.11305 -1.27946
12 N 1.23937 1.58771 0.62063
13 H 0.46417 0.77595 2.69071
14 H 1.58346 -0.15915 1.77091
15 H -2.74775 -1.56213 0.15628
16 H -3.49187 -0.04281 0.55158
17 H 1.86539 0.15137 -0.64969
18 H 2.05828 1.85413 -1.40924
19 H 0.17328 -2.23062 -1.83567
20 H -0.49862 -2.73029 -0.33946
21 H -2.07180 -0.27297 -1.71135
22 H -0.04178 1.49134 -2.20468
23 H 0.47638 2.28034 0.56976
24 H 1.98608 2.05861 1.16344

---

## B
Computed, not measured: an isolated ion of composition C7H12N5 and charge +1, with ωB97M-V/def2-TZVPD.

For the HOMO energy, the calculation gives -13.4 eV. The frontier orbital gap comes out at 9.86 eV. Its SMILES is N#CC[C@@]12NCN=C1C[NH2+]CN2. As for the charge: +1.

Element x y z (Å)
1 N 3.71954 -0.95290 1.57791
2 C 2.77713 -1.32705 1.04306
3 C 1.51370 -1.57452 0.41974
4 C 0.87570 -0.34354 -0.32470
5 N 1.62545 0.09155 -1.51553
6 C 0.70562 0.08096 -2.67381
7 N -0.67568 0.07763 -2.13073
8 C -0.53272 -0.29869 -0.90869
9 C -1.67174 -0.42652 0.20466
10 N -1.44943 0.78942 0.99238
11 C 0.01031 0.84023 1.63651
12 N 0.91039 0.81355 0.60667
13 H 1.51368 -2.33383 -0.42712
14 H 0.69207 -1.88352 1.19439
15 H 2.44067 -0.48791 -1.63279
16 H 0.89484 -0.65189 -3.41786
17 H 0.69869 1.08828 -3.21783
18 H -2.58213 -0.58379 -0.36239
19 H -1.37548 -1.33748 0.58463
20 H -1.46223 1.64914 0.44200
21 H -2.26744 1.01485 1.70406
22 H 0.05813 -0.13916 2.24471
23 H 0.05318 1.71369 2.18712
24 H 1.41519 1.71344 0.22783

---

Verdict on stability: B comes out on top.